No. 1
177
Properties=species:S:1:pos:R:3 method="wB97M-V/def2-TZVPD" energy_ev=-99247.1846 charge=+1 homo_lumo_gap_ev=2.6 e_above_lowest_ev=3.585
In 21.78868 -14.62643 -11.73572
C 16.90523 -10.83041 -8.25092
C 15.61660 -10.47556 -8.45899
C 14.74124 -10.78143 -9.69629
O 13.51053 -10.37903 -9.83816
C 15.24902 -11.55467 -10.70268
C 16.68871 -12.06482 -10.57274
C 17.49621 -11.70740 -9.25963
O 18.63120 -12.19156 -9.13037
O 17.20568 -12.83612 -11.36285
O 15.14803 -9.71379 -7.48573
H 17.46898 -10.45381 -7.41023
H 14.74779 -11.88665 -11.59987
C 16.10286 -8.11364 -16.02574
C 15.94440 -9.20540 -17.09557
C 16.71236 -8.91464 -18.45311
O 16.21991 -9.73916 -19.53789
C 16.67112 -9.33445 -20.81331
N 16.40512 -10.46352 -16.54152
H 17.19251 -8.08798 -16.03570
H 15.76531 -8.24512 -14.99769
H 15.76778 -7.18238 -16.48243
H 14.87668 -9.33584 -17.27181
H 17.78166 -9.05538 -18.29530
H 16.81076 -7.88364 -18.79288
H 16.14328 -8.47882 -21.23448
H 16.40858 -10.09096 -21.55282
H 17.75527 -9.23367 -20.86401
H 16.18412 -11.08026 -17.31020
H 15.86961 -10.81654 -15.76131
C 9.44882 -0.71379 -11.01392
C 9.70251 -2.20995 -10.75660
C 10.53183 -2.92145 -11.73595
O 10.54733 -4.37957 -11.56750
C 10.88670 -5.14400 -12.72271
N 10.37312 -2.41262 -9.44592
H 9.14989 -0.37726 -12.00663
H 10.35127 -0.19027 -10.69832
H 8.84688 -0.30293 -10.20338
H 8.74789 -2.73328 -10.81062
H 11.52036 -2.46381 -11.77428
H 10.21620 -2.72004 -12.75963
H 11.89116 -4.81698 -12.99146
H 10.05192 -4.98019 -13.40418
H 10.87263 -6.21118 -12.50127
H 9.69317 -2.37410 -8.70008
H 10.84618 -1.52877 -9.32289
C 18.18599 -17.56492 -7.12547
C 19.50207 -17.11748 -7.78798
C 20.90538 -17.72215 -7.42812
O 21.98605 -16.87342 -7.97159
C 23.14639 -17.45145 -7.56767
N 19.26059 -17.17914 -9.25318
H 17.71302 -16.70070 -6.65906
H 18.32316 -18.32928 -6.36059
H 17.40858 -18.07311 -7.69596
H 19.61792 -16.07958 -7.47580
H 20.90057 -18.67267 -7.96158
H 21.03429 -17.92410 -6.36478
H 23.45105 -17.17453 -6.55841
H 24.01662 -17.23883 -8.18865
H 23.21876 -18.51217 -7.80796
H 18.40829 -16.70773 -9.52049
H 18.94113 -18.13268 -9.34698
C 19.51670 -9.40315 -0.55775
C 20.59639 -10.37460 0.07238
C 20.80175 -11.71298 -0.68574
O 19.54377 -12.25124 -1.17387
C 19.43316 -12.58342 -2.49940
N 21.74942 -9.46344 0.05323
H 19.68591 -9.15301 -1.60508
H 19.47319 -8.43087 -0.06694
H 18.49376 -9.69145 -0.31572
H 20.21541 -10.51661 1.08371
H 21.21657 -12.53889 -0.10791
H 21.55636 -11.58196 -1.46130
H 20.19090 -13.21934 -2.95716
H 19.45312 -11.59840 -2.96570
H 18.53538 -13.08700 -2.85790
H 21.46769 -8.55332 0.38850
H 22.37730 -9.71983 0.80165
C 9.77585 -14.19208 -11.21142
O 10.11647 -14.94699 -9.95562
C 11.22303 -15.82724 -9.97104
C 10.74769 -17.02192 -9.14373
N 10.97579 -16.95875 -7.72586
C 10.37817 -18.02638 -6.91335
C 9.92335 -17.59948 -5.47153
O 8.71780 -16.89113 -5.34316
C 7.58677 -17.62144 -4.90522
H 9.92120 -15.00431 -11.92363
H 10.55281 -13.45040 -11.39671
H 8.79450 -13.74883 -11.04230
H 12.11915 -15.35597 -9.56735
H 11.48618 -16.11358 -10.98931
H 11.35554 -17.83828 -9.53383
H 9.76374 -17.20438 -9.57576
H 10.65161 -16.06393 -7.38777
H 10.96084 -18.94750 -6.90208
H 9.45462 -18.37301 -7.37703
H 10.77851 -17.01050 -5.14000
H 9.93206 -18.58380 -5.00340
H 7.20918 -16.94378 -4.13952
H 7.78637 -18.47500 -4.25737
H 6.95588 -17.99729 -5.71071
C 6.43504 -5.72342 -7.94769
O 7.20087 -6.79797 -8.56478
C 6.46030 -7.64995 -9.52419
C 7.42941 -8.79080 -9.93440
N 8.26107 -9.37446 -8.85777
C 7.38464 -10.08194 -7.79893
C 8.25274 -11.04933 -7.04775
O 9.24543 -10.32331 -6.27045
C 10.16025 -11.28709 -5.69033
H 5.88487 -6.05144 -7.06576
H 5.80665 -5.13376 -8.61517
H 7.30903 -5.12727 -7.68528
H 6.20678 -7.11046 -10.43676
H 5.50932 -8.04576 -9.16772
H 8.13299 -8.30157 -10.60799
H 6.95559 -9.48373 -10.62970
H 8.80752 -10.02343 -9.40580
H 6.52551 -10.58372 -8.24414
H 7.00398 -9.40561 -7.03357
H 8.64882 -11.79311 -7.73913
H 7.74200 -11.59257 -6.25268
H 10.85468 -10.76171 -5.03470
H 10.74799 -11.75010 -6.48297
H 9.68650 -11.92490 -4.94409
C 12.06887 -7.19165 -2.61375
O 12.86136 -6.65927 -3.70628
C 13.90714 -5.92256 -3.12487
C 14.74587 -5.14447 -4.14236
N 13.84552 -4.40172 -4.97678
C 14.62741 -3.49729 -5.87899
C 15.44343 -4.23658 -6.99162
O 14.56664 -5.01424 -7.82672
C 15.19336 -5.46878 -9.02319
H 11.65513 -6.42216 -1.96199
H 12.52367 -7.88631 -1.90755
H 11.15889 -7.66505 -2.98245
H 14.41973 -6.67051 -2.51997
H 13.49317 -5.23944 -2.38320
H 15.27349 -5.94257 -4.66458
H 15.47311 -4.42295 -3.77001
H 13.31974 -3.92387 -4.25894
H 15.24063 -2.88247 -5.22016
H 13.99898 -2.76288 -6.38281
H 16.16815 -4.92216 -6.55246
H 15.86586 -3.41361 -7.56813
H 16.10485 -6.04333 -8.85831
H 15.45077 -4.54924 -9.54881
H 14.51917 -6.23972 -9.39635
C 21.84149 -10.08985 -11.57544
O 21.71050 -10.96682 -12.68665
C 21.56429 -10.11950 -13.80889
C 21.66497 -10.98481 -15.08039
N 20.82531 -12.22757 -15.10037
C 20.89557 -12.90974 -16.39935
C 19.91202 -14.08742 -16.44310
O 20.17964 -15.04034 -15.46134
C 19.37620 -16.25267 -15.42324
H 22.75100 -9.49123 -11.62618
H 21.92422 -10.78228 -10.73771
H 20.96943 -9.43928 -11.50923
H 22.27567 -9.29401 -13.83377
H 20.62028 -9.57767 -13.75071
H 22.66396 -11.40471 -15.19791
H 21.44309 -10.42220 -15.98723
H 19.87399 -11.88903 -15.07854
H 21.89170 -13.29919 -16.60944
H 20.69731 -12.19285 -17.19612
H 19.75416 -14.44613 -17.46022
H 18.93374 -13.72531 -16.12699
H 19.29627 -16.74481 -14.45397
H 19.80206 -17.03781 -16.04800
H 18.31951 -16.07671 -15.62461


No. 2
23
Properties=species:S:1:pos:R:3 method="wB97M-V/def2-TZVPD" energy_ev=-11577.7480 charge=0 homo_lumo_gap_ev=8.3 e_above_lowest_ev=3.561
C -0.46919 -0.07474 -0.66770
C 0.49257 -0.69309 0.26078
C 0.10432 0.29780 -2.03983
C 0.11219 -1.44705 1.48270
C 1.08205 2.11592 0.37363
C -0.11364 1.20962 0.49234
C -1.17562 1.52606 1.22992
O -1.66562 -0.57432 -0.65295
O -0.20187 -2.70658 -1.09121
H -1.00828 -2.09945 -1.01278
H -0.44794 -3.52308 -0.65138
H 1.54816 -0.67306 -0.00306
H -0.59740 0.96920 -2.53524
H 0.20123 -0.61625 -2.62515
H 1.09265 0.75883 -2.00509
H 0.55768 -0.96570 2.35826
H -0.96835 -1.49029 1.59411
H 0.53361 -2.45073 1.44085
H 1.19839 2.49390 -0.64206
H 0.97611 2.97931 1.03069
H 2.01640 1.61884 0.64515
H -1.21981 2.45696 1.78143
H -2.04763 0.88789 1.23658


No. 3
17
Properties=species:S:1:pos:R:3 method="wB97M-V/def2-TZVPD" energy_ev=-6853.0875 smiles=CN1CCCC1 charge=0 homo_lumo_gap_ev=9.4 e_above_lowest_ev=0.441
C 0.11242 0.58188 1.97185
N -0.35303 -0.06785 0.77104
C -0.82482 0.82445 -0.28086
C -0.72089 -0.04193 -1.52135
C 0.63893 -0.68926 -1.30456
C 0.62979 -1.00381 0.18859
H -0.62867 1.28081 2.34607
H 0.24126 -0.16201 2.75931
H 1.05935 1.11564 1.81181
H -0.18755 1.71281 -0.37262
H -1.85613 1.11727 -0.06792
H -1.47344 -0.83244 -1.43122
H -0.85897 0.52131 -2.44315
H 0.86408 -1.50582 -1.98150
H 1.42781 0.05937 -1.49108
H 1.61652 -0.88402 0.62902
H 0.31335 -2.02639 0.41657


No. 4
13
Properties=species:S:1:pos:R:3 method="wB97M-V/def2-TZVPD" energy_ev=-26927.4252 charge=0 homo_lumo_gap_ev=4.4 e_above_lowest_ev=5.089
C -0.07345 0.37042 0.78484
S 1.18481 -0.42327 -0.14879
S -2.70499 0.94435 -0.50280
H -0.33500 1.31439 0.30707
H -1.03922 -0.20337 0.72604
H 0.29473 0.44186 1.81161
H -3.79985 0.15380 -0.75740
H 0.57179 1.51412 -2.25679
H -0.75785 2.00807 -1.72652
O -0.01646 2.28689 -2.28468
H 1.89427 -2.11414 1.13560
H 2.84787 -3.28085 1.38636
O 1.93333 -3.01227 1.52548


No. 5
72
Properties=species:S:1:pos:R:3 method="wB97M-V/def2-TZVPD" multiplicity=3 energy_ev=-73079.6066 charge=+4 homo_lumo_gap_ev="4.4 / 4.0" e_above_lowest_ev=0.006
P -1.10626 -0.27913 2.50059
C -0.00212 -1.33747 3.52821
H -0.54688 -1.55786 4.46101
H 0.94466 -0.82091 3.75832
H 0.20153 -2.27905 3.01350
C -1.34496 1.13890 3.63340
H -2.12791 1.82248 3.27730
H -0.40996 1.71221 3.77902
H -1.66948 0.73484 4.60908
C -2.68700 -1.19810 2.64305
H -2.94566 -1.23402 3.71916
H -2.54344 -2.22141 2.26545
H -3.47840 -0.70058 2.07560
P -1.62956 -1.40712 -2.09744
C -0.84320 -3.00538 -2.45208
H -1.46212 -3.42405 -3.26913
H -0.89693 -3.65971 -1.57219
H 0.19580 -2.86593 -2.79345
C -3.32642 -1.86025 -1.71786
H -3.98804 -0.97536 -1.75655
H -3.39723 -2.36573 -0.74227
H -3.61174 -2.55687 -2.53249
C -1.57776 -0.55021 -3.68718
H -2.22056 -1.17957 -4.34170
H -0.54501 -0.53619 -4.07028
H -1.98805 0.46046 -3.61188
P 1.33069 2.17040 -0.96970
C 3.09695 1.74656 -1.27926
H 3.64326 2.68906 -1.44734
H 3.15505 1.12469 -2.18222
H 3.53123 1.20963 -0.42430
C 0.90649 2.93875 -2.56993
H 1.71503 3.63967 -2.83942
H -0.03727 3.50378 -2.49556
H 0.80510 2.15432 -3.33676
C 1.54709 3.63605 0.11498
H 2.12292 4.39669 -0.45086
H 2.10408 3.33320 1.02267
H 0.59705 4.06356 0.42146
W -0.70712 0.14912 -0.36707
C -0.53785 -1.66773 0.36817
O -0.53474 -2.82561 0.70151
C 0.77199 -0.30721 -1.59653
O 1.51666 -0.67366 -2.45894
C -2.10268 2.36096 -1.62625
C -1.61913 3.01769 -0.48658
C -2.04251 2.58977 0.77114
C -2.99740 1.57671 0.90814
C -3.46029 0.92778 -0.24672
C -3.03198 1.32551 -1.51247
H -1.93672 2.82663 -2.63755
H -1.10773 3.99004 -0.59487
H -1.79994 3.22592 1.66775
H -3.54900 1.44350 1.85180
H -4.36070 0.25593 -0.15365
H -3.60511 1.01420 -2.41214
N 1.76916 1.44584 2.18502
C 2.21607 0.26232 1.67075
N 1.66708 -0.50226 0.76478
C 2.53980 -1.61763 0.58906
C 2.42297 -2.71681 -0.25866
C 3.41606 -3.72264 -0.31534
C 4.57074 -3.67123 0.47328
C 4.74360 -2.57167 1.34864
C 3.73673 -1.61040 1.37077
S 3.79396 -0.17966 2.37542
H 2.16720 1.91770 2.94230
H 0.76977 1.63064 2.01449
H 1.56343 -2.81449 -0.88202
H 3.26420 -4.55276 -1.00005
H 5.30833 -4.47264 0.39109
H 5.64416 -2.51421 1.97177


No. 6
36
Properties=species:S:1:pos:R:3 method="wB97M-V/def2-TZVPD" energy_ev=-23412.9360 charge=-1 homo_lumo_gap_ev=9.2 e_above_lowest_ev=4.098
C 1.09998 -2.80439 -0.28426
C -0.16682 -2.05677 0.31471
N -0.07741 -0.75683 0.57635
C -1.40141 -0.29208 2.69336
C -1.22402 -0.11633 1.16709
C -1.19150 1.42624 0.91088
O 0.00866 1.76137 0.26732
O -1.28054 -2.61924 0.27551
H 1.45353 -2.04047 -0.93242
H 1.01507 -3.77646 -0.74280
H 1.84888 -2.73525 0.52035
H 0.78952 -0.22377 0.47276
H -0.47838 -0.29032 3.31732
H -2.05551 -1.15192 2.89621
H -1.83493 0.66087 3.03860
H -2.25972 -0.51432 0.81461
H -1.95690 1.61146 0.11212
H -1.29975 2.04673 1.80652
H 2.80093 2.39973 -0.43857
H 1.43809 2.50011 -1.21015
O 2.38401 2.75716 -1.25590
H -2.42503 0.19187 -2.94352
H -1.00709 0.38914 -2.23130
O -1.75121 -0.24183 -2.35423
H -0.01225 1.91378 -1.30223
H 0.62628 0.68133 -1.98475
O 0.18138 1.52971 -2.24010
H 1.02110 1.92539 1.08638
H 2.73252 2.24434 1.70534
O 2.21330 1.71120 1.13992
H -2.88324 -1.69817 -1.53589
H -3.87592 -2.32015 -0.51256
O -3.80614 -1.79928 -1.40423
H 4.76359 0.63004 0.90246
H 3.22300 0.49142 0.93537
O 4.05666 -0.00396 0.98268


No. 7
43
Properties=species:S:1:pos:R:3 method="wB97M-V/def2-TZVPD" energy_ev=-38341.9189 smiles="O=C1C=C(CCOCC(F)(F)F)C(=O)c2ccccc21.COC(=O)OC" charge=0 homo_lumo_gap_ev=8.9
O -4.48321 2.91284 1.63972
C -3.46378 2.27400 1.77415
C -2.82450 1.56746 0.63204
C -1.52043 1.26595 0.59935
C -0.94911 0.48121 -0.57088
C 0.55876 0.49727 -0.85321
O 1.18460 -0.73947 -0.48807
C 1.67378 -0.82637 0.81871
C 3.10061 -0.31559 0.94776
F 3.41689 -0.18358 2.25038
F 3.29254 0.87099 0.34871
F 3.98831 -1.17422 0.40018
C -0.69967 1.73718 1.76835
O 0.46943 2.04035 1.67732
C -1.41254 1.83771 3.07693
C -0.71420 1.69359 4.26823
C -1.39995 1.80018 5.47008
C -2.76190 2.08555 5.47893
C -3.45272 2.26352 4.29072
C -2.77665 2.12270 3.08697
H -3.48915 1.32077 -0.18938
H -1.45796 0.85206 -1.46291
H -1.25923 -0.55989 -0.45812
H 1.05984 1.34181 -0.39465
H 0.70547 0.56562 -1.93069
H 1.06566 -0.30088 1.55511
H 1.70204 -1.88147 1.09775
H 0.35068 1.50193 4.23838
H -0.85874 1.66580 6.39728
H -3.27955 2.17394 6.42482
H -4.50702 2.50420 4.29121
C 2.07957 -3.20972 -2.49983
O 2.41281 -3.27837 -3.89266
C 1.57284 -2.61803 -4.68267
O 0.60744 -1.99174 -4.32606
O 1.97848 -2.76564 -5.94410
C 1.15946 -2.09897 -6.90743
H 2.85088 -3.77041 -1.97945
H 2.07324 -2.18038 -2.15523
H 1.10617 -3.66335 -2.32070
H 1.14973 -1.02599 -6.72565
H 0.14201 -2.48410 -6.87817
H 1.60908 -2.30845 -7.87322


No. 8
18
Properties=species:S:1:pos:R:3 method="wB97M-V/def2-TZVPD" multiplicity=2 energy_ev=-7886.5243 charge=-1 homo_lumo_gap_ev="3.7 / 6.2" e_above_lowest_ev=1.941
C 1.06064 2.36369 0.45112
C 0.61584 1.30139 -0.58895
N 0.67350 -2.43502 0.32918
C 0.94430 -1.02522 0.49462
C 0.12450 0.01311 0.10394
C -1.31277 -0.47189 -0.02974
C -2.31093 0.10379 -0.81116
H 1.95488 2.24731 0.97495
H 0.73737 3.34504 0.12094
H 0.42412 2.26913 1.34300
H -0.05990 1.64305 -1.41192
H 1.50158 0.83473 -1.06020
H 1.11391 -3.13051 0.81104
H -0.21368 -2.54530 -0.02746
H 1.96869 -1.02051 0.84453
H -1.54526 -1.34192 0.51420
H -3.38002 0.21921 -0.54705
H -1.94570 0.81560 -1.58528